Entry 1:
Formula: C30H21BF3O7S2
Source: OMol25
Level of theory: ωB97M-V/def2-TZVPD

```
64
Properties=species:S:1:pos:R:3
C -2.56930 -1.72238 -7.60759
B -1.38666 -2.34608 -8.42684
O -1.67413 -3.01129 -9.59037
S 0.48458 -2.23967 -7.98123
S 0.89509 -2.41638 -5.87842
O 1.62947 -1.24858 -5.53528
O 1.76296 -3.53166 -5.73750
C -0.63047 -2.54732 -4.80786
F -1.44291 -3.50812 -5.20418
F -0.17982 -2.88765 -3.61790
F -1.22477 -1.38815 -4.65885
H -2.29257 -0.82330 -7.02039
H -3.32101 -1.37945 -8.35038
H -3.11109 -2.45973 -6.97857
H -1.47817 -2.41412 -10.34037
H 0.85644 -0.95105 -8.29020
C 3.51729 -1.95840 -2.06142
C 2.43489 -1.61804 -2.86789
C 1.70304 -0.47279 -2.59961
C 2.04010 0.33120 -1.51954
C 3.10945 -0.02143 -0.69720
C 3.85384 -1.16222 -0.97781
C 3.45022 0.80527 0.49201
O 4.38286 0.50081 1.20689
C 2.62467 2.00035 0.79411
C 2.89290 2.74963 1.93324
C 2.13460 3.87421 2.21690
C 1.10976 4.26099 1.35828
C 0.83407 3.51485 0.22388
C 1.58270 2.37781 -0.05773
C 1.25442 1.56669 -1.25581
O 0.35706 1.89657 -2.00789
H 4.09484 -2.84905 -2.27647
H 2.16360 -2.24947 -3.71045
H 0.86460 -0.20460 -3.22957
H 4.69257 -1.43095 -0.34837
H 3.69095 2.45395 2.60225
H 2.34207 4.45349 3.10789
H 0.52304 5.14408 1.57835
H 0.03309 3.81551 -0.43909
C -4.54000 1.04253 7.32760
C -3.48026 0.87000 8.21314
C -2.20954 0.59887 7.73214
C -1.99419 0.48720 6.36342
C -3.06248 0.63678 5.47603
C -4.33237 0.92569 5.96282
C -2.86012 0.47264 4.01302
O -3.78686 0.60622 3.23890
C -1.50087 0.13278 3.51438
C -1.30458 -0.08012 2.15461
C -0.04057 -0.38415 1.67728
C 1.03682 -0.46849 2.55493
C 0.84596 -0.26256 3.91102
C -0.42418 0.02921 4.39649
C -0.62327 0.21384 5.85897
O 0.31536 0.13721 6.62487
H -5.53067 1.26329 7.70518
H -3.64718 0.94955 9.28010
H -1.38618 0.47027 8.42292
H -5.15954 1.05513 5.27687
H -2.13949 -0.01212 1.46873
H 0.10946 -0.55469 0.61688
H 2.02593 -0.69968 2.17856
H 1.68455 -0.33290 4.59209
```

Computed properties:
Total charge   +1
Calculated total energy   -76274.462 eV
LUMO   -6.294 eV
2S+1   1

Here are the Löwdin charges for atoms 1 to 6, given in e:
1. C -0.0155
2. B -0.6334
3. O 0.1276
4. S 1.0620
5. S 0.5756
6. O -0.2632



Entry 2:
Formula: C3H6FN3
Source: OMol25
Level of theory: ωB97M-V/def2-TZVPD

```
13
Properties=species:S:1:pos:R:3
N 0.13449 1.60924 -0.40864
C 1.14858 0.80980 -0.02189
C 1.12358 -0.52983 -0.04830
F 2.27183 -1.13376 0.30627
C 0.01492 -1.38309 -0.59189
N -1.26497 -1.20062 -0.38295
N -1.66888 -0.22282 0.52815
H -0.76118 1.14374 -0.26642
H 0.26907 2.63830 -0.33459
H 2.10089 1.25085 0.25866
H 0.32990 -2.21418 -1.16457
H -2.61367 -0.51089 0.72856
H -1.08455 -0.25674 1.39762
```

Computed properties:
Total charge   0
Calculated total energy   -10394.123 eV
SMILES   N/C=C(F)\C=N/N
Relative energy (zero: lowest compared OMol25 entry of this formula, charge and spin)   34.4 kcal/mol
LUMO   1.003 eV
2S+1   1

Here are the Löwdin charges for atoms 1 to 6, given in e:
1. N 0.0621
2. C -0.1652
3. C -0.3061
4. F 0.0176
5. C -0.0902
6. N -0.0495



Entry 3:
Formula: C18H26ClN5O3P
Source: OMol25
Level of theory: ωB97M-V/def2-TZVPD

```
54
Properties=species:S:1:pos:R:3
H 4.48332 -4.72789 3.83281
N 3.77451 -4.30224 3.21028
C 3.83811 -2.99046 3.24735
N 4.85090 -2.32205 4.13458
N 2.89273 -2.12419 2.46942
C 1.98410 -1.55685 3.54410
C 0.93331 -0.46683 2.92630
C -0.44594 -0.68561 3.71799
C -1.74309 -0.05385 3.01207
C -1.73431 -0.09555 1.41571
N -2.22318 1.10456 0.77908
C -2.16264 0.80814 -0.64562
C -2.68371 1.94667 -1.63232
C -1.56640 2.57717 -2.58370
C -0.03472 2.37497 -2.46000
C 0.87693 3.10654 -3.49722
C 0.36981 4.04220 -4.62133
C 1.27808 4.81420 -5.68617
C -1.18649 4.26278 -4.73899
C -2.09672 3.52524 -3.73069
C -1.61084 -0.61082 -0.89125
P -1.34077 -1.42366 -2.57977
O -1.09090 -3.12502 -2.35641
Cl 0.53424 -0.77044 -3.39207
N -1.37249 -1.11315 0.48369
C -0.86644 -2.47606 0.82026
C -2.07387 -3.51737 0.63141
O -1.77104 -4.72851 0.52400
O -3.39996 -2.99229 0.56006
H 5.64255 -2.03996 3.53656
H 5.14325 -2.98722 4.86814
H 3.48201 -1.38199 2.06125
H 2.55946 -1.11388 4.42703
H 1.40613 -2.47250 3.95647
H 1.38575 0.56105 3.17251
H 0.89157 -0.69152 1.80774
H -0.33876 -0.22638 4.77585
H -0.64450 -1.81134 3.88242
H -1.77612 1.06420 3.31617
H -2.73673 -0.50151 3.36423
H -2.53141 1.93534 1.29809
H -3.47197 1.44396 -2.31782
H -3.26295 2.77617 -1.07524
H 0.35466 1.69336 -1.62413
H 2.01247 2.96403 -3.38919
H 1.33971 5.92127 -5.37130
H 2.29429 4.33633 -5.88310
H 0.67898 4.81652 -6.67777
H -1.64784 4.95040 -5.52202
H -3.22716 3.71360 -3.81680
H -0.12163 -3.31180 -2.48786
H -0.03915 -2.71084 0.04567
H -0.36956 -2.56538 1.84258
H -3.57348 -2.86020 -0.40632
```

Computed properties:
Total charge   +1
Calculated total energy   -54478.788 eV
SMILES   [H]/N=C(\N)NCCCCc1[nH]c(Cc2ccc(C)cc2)c(P(O)Cl)[n+]1CC(=O)O
Relative energy (zero: lowest compared OMol25 entry of this formula, charge and spin)   134.6 kcal/mol
LUMO   -3.727 eV
2S+1   1

Here are the Löwdin charges for atoms 1 to 6, given in e:
1. H 0.0500
2. N 0.1191
3. C -0.4552
4. N 0.0500
5. N -0.0192
6. C -0.2286